[1]
DFT (wB97M-V/def2-TZVPD) results for 2 unconnected molecules or ions with the total composition C3H3N3O at a distorted geometry.

For the LUMO energy, the calculation gives 0.586 eV. For the total energy, the calculation gives -9675.626 eV. Its frontier orbital gap is 9.861 eV. As for the HOMO energy: -0.34085 Eh. The net charge is 0. As for the energy relative to the best compared isomer or geometry (same formula, charge and spin): 1.828 eV. As for the structure (SMILES): N=C=CC=O.N#N. The largest force on an atom comes out at 2.145 eV/Å.

XYZ file:
```
10
Properties=species:S:1:pos:R:3:forces:R:3:lowdin_charge:R:1
N -2.301 0.936 -0.061 0.58 0.11 -0.30 0.1580
C -1.108 0.703 -0.195 -0.21 0.25 0.33 -0.1896
N 0.758 -1.487 -1.466 0.92 -1.81 0.70 0.0591
N 1.216 -2.154 -0.715 -0.71 0.56 -1.85 0.0476
O 1.240 0.655 1.968 -0.08 -0.57 -0.57 0.0715
C 0.970 0.001 0.995 -0.21 0.27 -0.08 -0.2628
C 0.203 0.601 -0.201 -0.25 0.60 0.66 -0.1359
H -2.994 0.405 -0.581 0.18 -0.27 0.11 0.0747
H 1.273 -1.078 0.860 -0.12 1.05 0.74 0.0650
H 0.751 1.149 -0.969 -0.10 -0.20 0.26 0.1125
```
Forces are in eV/Å.

[2]
DFT (wB97M-V/def2-TZVPD) results for C3H3N3O in the gas phase at a distorted geometry.

For the LUMO energy, the calculation gives -1.206 eV. For the total energy, the calculation gives -9674.497 eV. Its frontier orbital gap is 9.526 eV. As for the HOMO energy: -0.39439 Eh. The net charge is 0. As for the energy relative to the best compared isomer or geometry (same formula, charge and spin): 2.957 eV. As for the structure (SMILES): [H]/N=C\NC(=O)C#N. The largest force on an atom comes out at 7.044 eV/Å.

XYZ file:
```
10
Properties=species:S:1:pos:R:3:forces:R:3:lowdin_charge:R:1
C -1.338 -0.979 0.056 -5.02 -1.93 -2.32 -0.3096
C 1.139 -0.196 -0.018 2.02 -1.16 1.19 -0.2853
C 0.471 1.246 0.151 -1.67 2.90 -1.86 -0.0526
H -1.847 0.884 -0.043 -1.45 -2.01 -0.34 0.0313
H -1.691 -2.121 -0.135 0.36 2.63 0.82 0.1486
H 0.234 -2.089 -0.054 0.79 0.17 0.31 0.1290
N -2.307 -0.105 -0.150 4.78 0.52 1.48 0.0818
N 0.034 -1.130 0.197 3.22 1.83 -0.83 0.0568
N -0.209 2.230 -0.019 3.74 -4.86 1.15 0.1512
O 2.381 -0.508 -0.138 -6.77 1.91 0.40 0.0487
```
Forces are in eV/Å.

[3]
DFT (wB97M-V/def2-TZVPD) results for a molecular structure, C3H3N3O at a distorted geometry.

For the LUMO energy, the calculation gives 0.357 eV. For the total energy, the calculation gives -9673.773 eV. Its frontier orbital gap is 10.778 eV. As for the HOMO energy: -0.38297 Eh. The net charge is 0. As for the energy relative to the best compared isomer or geometry (same formula, charge and spin): 3.681 eV. The largest force on an atom comes out at 8.991 eV/Å.

XYZ file:
```
10
Properties=species:S:1:pos:R:3:forces:R:3:lowdin_charge:R:1
C -1.804 -0.436 -0.053 -2.33 1.28 0.45 -0.1892
C 1.191 0.982 0.041 1.76 4.13 -0.97 -0.1279
C 1.487 -0.343 -0.030 4.66 -6.43 2.72 -0.1528
H -2.328 -1.416 0.128 1.59 0.22 -0.54 0.1570
H 1.760 2.049 0.110 -1.14 -3.33 -0.13 0.1640
H 2.302 -1.168 0.280 -0.84 3.12 -0.95 0.1447
N -0.427 -0.189 -0.237 -8.79 1.65 -0.88 -0.2876
N -0.099 1.036 -0.209 0.56 2.94 0.35 0.1111
N 0.358 -1.078 -0.080 6.26 -3.40 -0.04 0.0963
O -2.440 0.565 0.050 -1.71 -0.17 -0.02 0.0843
```
Forces are in eV/Å.

[4]
DFT (wB97M-V/def2-TZVPD) results for C3H3N3O in the gas phase at a distorted geometry.

For the LUMO energy, the calculation gives -0.277 eV. For the total energy, the calculation gives -9673.684 eV. Its frontier orbital gap is 10.025 eV. As for the HOMO energy: -0.37859 Eh. The net charge is 0. As for the energy relative to the best compared isomer or geometry (same formula, charge and spin): 3.771 eV. As for the structure (SMILES): N#C/C=N\NC=O. The largest force on an atom comes out at 8.014 eV/Å.

XYZ file:
```
10
Properties=species:S:1:pos:R:3:forces:R:3:lowdin_charge:R:1
C 0.060 1.066 -1.766 0.93 0.16 -1.57 -0.3569
C 0.726 -0.618 1.242 -3.44 -1.78 1.42 -0.1651
C -0.626 -1.133 1.667 -4.37 -4.30 3.82 -0.1382
H -0.919 1.375 -2.492 2.75 -0.52 1.78 0.1854
H -1.132 0.392 -0.104 -0.38 0.26 -1.09 0.1210
H 1.665 -0.930 1.619 0.39 -0.40 1.37 0.1100
N -0.281 0.386 -0.667 -0.27 -1.92 5.76 0.0295
N 0.823 0.079 0.252 -0.08 2.90 -5.74 0.0716
N -1.585 -1.727 2.163 5.97 4.10 -3.43 0.1340
O 1.268 1.111 -1.915 -1.51 1.49 -2.32 0.0088
```
Forces are in eV/Å.

[5]
DFT (wB97M-V/def2-TZVPD) results for 2 unconnected molecules or ions with the total composition C3H3N3O2 at a distorted geometry.

For the LUMO energy (alpha / beta), the calculation gives -0.596 / -2.389 eV. For the total energy, the calculation gives -11715.952 eV. Its frontier orbital gap (alpha / beta) is 9.450 / 6.045 eV. As for the HOMO energy (alpha / beta): -0.36917 / -0.30996 Eh. The net charge is 0. As for the energy relative to the best compared isomer or geometry (same formula, charge and spin): 10.005 eV. The largest force on an atom comes out at 6.225 eV/Å.

XYZ file:
```
11
Properties=species:S:1:pos:R:3:forces:R:3:lowdin_charge:R:1
C -0.985 -0.620 -1.377 -1.28 -4.71 -3.72 -0.3608
C -0.827 1.733 -0.575 -3.66 1.23 2.06 -0.0670
C 0.322 1.071 -0.085 0.42 -0.14 -2.10 -0.0144
N -1.327 -1.491 -2.050 -0.39 -0.64 -0.53 0.1499
N -0.616 0.273 -0.637 0.93 5.12 3.41 -0.0369
N 1.696 -2.212 2.041 -0.02 0.98 -1.73 -0.1475
O 2.255 -2.895 1.227 -0.62 0.58 1.24 0.1072
O 1.185 -1.117 1.943 0.65 -1.63 0.52 0.0629
H -1.776 2.021 0.169 2.66 -0.51 -2.14 0.1740
H -0.664 2.316 -1.459 -0.50 0.17 -0.53 0.0980
H 0.739 0.922 0.803 1.81 -0.46 3.52 0.0347
```
Forces are in eV/Å.

[6]
DFT (wB97M-V/def2-TZVPD) results for 2 unconnected molecules or ions with the total composition C3H3N3O2 at a distorted geometry.

For the LUMO energy, the calculation gives -0.962 eV. For the total energy, the calculation gives -11720.588 eV. Its frontier orbital gap is 8.619 eV. As for the HOMO energy: -0.35209 Eh. The net charge is 0. As for the energy relative to the best compared isomer or geometry (same formula, charge and spin): 5.370 eV. The largest force on an atom comes out at 6.262 eV/Å.

XYZ file:
```
11
Properties=species:S:1:pos:R:3:forces:R:3:lowdin_charge:R:1
C -0.894 -0.081 -0.063 2.14 1.64 0.96 -0.5976
C 1.496 1.146 -0.107 4.15 -3.68 0.76 -0.0600
C 1.575 -0.453 0.002 -2.05 3.43 -1.44 -0.3307
H -2.980 -0.343 -0.123 3.12 -1.05 -0.04 0.1363
H -2.001 -2.011 0.749 0.19 4.42 -3.49 0.3217
H 2.487 1.644 -0.142 -0.82 -0.14 -0.07 0.1193
N -1.990 -0.829 -0.214 -4.27 -3.40 3.08 0.0863
N -0.792 1.198 0.051 -1.63 0.55 -0.16 0.0670
N 0.447 1.791 -0.029 -2.24 1.03 -0.16 0.0255
O 2.455 -1.240 -0.060 -0.68 0.37 0.49 0.1557
O 0.198 -0.822 -0.065 2.08 -3.16 0.07 0.0763
```
Forces are in eV/Å.

[7]
DFT (wB97M-V/def2-TZVPD) results for C3H3N3O2 in the gas phase at a distorted geometry.

For the LUMO energy, the calculation gives -0.706 eV. For the total energy, the calculation gives -11721.675 eV. Its frontier orbital gap is 9.199 eV. As for the HOMO energy: -0.36403 Eh. The net charge is 0. As for the energy relative to the best compared isomer or geometry (same formula, charge and spin): 4.282 eV. As for the structure (SMILES): [H]/N=c1\[nH]ncc(=O)o1. The largest force on an atom comes out at 5.193 eV/Å.

XYZ file:
```
11
Properties=species:S:1:pos:R:3:forces:R:3:lowdin_charge:R:1
C 0.991 -0.589 0.176 1.23 0.00 -1.18 -0.4840
C -1.457 0.759 -0.018 1.77 1.49 -1.74 -0.0500
C -1.385 -0.767 0.008 -3.34 0.78 2.23 -0.2978
H 2.879 -0.644 -0.859 -3.68 -2.09 3.01 0.1796
H 1.536 1.428 0.431 0.81 0.09 -0.15 0.1212
H -2.327 1.362 -0.361 0.20 -1.29 0.62 0.1311
N 2.008 -1.292 -0.230 0.91 3.50 -1.56 0.1099
N 0.791 0.801 0.253 -0.78 0.67 -0.34 0.0277
N -0.405 1.531 0.058 0.25 -3.30 0.75 0.0837
O -2.483 -1.339 -0.070 4.61 0.39 0.07 0.1091
O -0.148 -1.249 0.613 -1.98 -0.23 -1.71 0.0693
```
Forces are in eV/Å.

[8]
DFT (wB97M-V/def2-TZVPD) results for C3H3N3O2 in the gas phase at a distorted geometry.

For the LUMO energy, the calculation gives -0.035 eV. For the total energy, the calculation gives -11723.752 eV. Its frontier orbital gap is 9.685 eV. As for the HOMO energy: -0.35718 Eh. The net charge is 0. As for the energy relative to the best compared isomer or geometry (same formula, charge and spin): 2.205 eV. As for the structure (SMILES): [H]/N=c1/nc(O)nco1. The largest force on an atom comes out at 4.504 eV/Å.

XYZ file:
```
11
Properties=species:S:1:pos:R:3:forces:R:3:lowdin_charge:R:1
C -0.155 1.078 -0.196 0.49 1.39 -0.33 -0.5236
C -1.304 -0.534 0.833 -0.03 2.75 -1.58 -0.1400
C 0.881 -0.907 -0.110 1.41 -2.56 -1.93 -0.3539
H -0.987 2.676 -0.082 1.99 -0.30 -1.90 0.1713
H -2.108 -1.008 1.350 -0.77 0.31 0.48 0.1345
H 1.712 -2.734 -0.265 -0.76 -0.30 0.24 0.0438
N -1.312 0.756 0.428 -0.64 -4.07 1.83 0.1469
N 1.727 -1.776 -0.559 -1.34 2.90 1.40 0.1549
N 0.935 0.434 -0.368 0.07 -1.67 0.13 0.1960
O -0.172 2.331 -0.629 -2.27 1.22 1.83 0.0939
O -0.403 -1.412 0.545 1.83 0.33 -0.18 0.0760
```
Forces are in eV/Å.

[9]
DFT (wB97M-V/def2-TZVPD) results for 2 unconnected molecules or ions with the total composition C3H3N3O2 at a distorted geometry.

For the LUMO energy, the calculation gives -1.068 eV. For the total energy, the calculation gives -11718.925 eV. Its frontier orbital gap is 9.003 eV. As for the HOMO energy: -0.37010 Eh. The net charge is 0. As for the energy relative to the best compared isomer or geometry (same formula, charge and spin): 7.032 eV. The largest force on an atom comes out at 5.698 eV/Å.

XYZ file:
```
11
Properties=species:S:1:pos:R:3:forces:R:3:lowdin_charge:R:1
C -0.246 1.312 -0.037 0.31 5.63 0.81 -0.1240
C 1.175 -0.232 0.118 3.06 -0.26 -2.18 -0.2929
C -0.228 -0.877 -0.127 2.85 -1.53 2.26 -0.4092
H -2.577 -1.047 0.877 1.44 3.60 -3.46 0.3571
H -0.603 2.465 -0.086 -0.21 -3.26 -0.01 0.1779
H 3.049 -0.104 -0.456 -2.07 -2.35 1.59 0.1268
N -1.052 0.175 -0.297 1.26 0.06 0.08 -0.1475
N 1.046 1.271 0.207 -2.95 -4.12 -1.04 0.1146
N 2.272 -0.898 -0.175 -0.91 4.03 -0.47 0.1423
O -2.359 -0.023 -0.109 -1.93 -2.44 2.97 -0.0598
O -0.477 -2.041 0.085 -0.84 0.64 -0.56 0.1149
```
Forces are in eV/Å.

[10]
DFT (wB97M-V/def2-TZVPD) results for C3H3N3O3 in the gas phase at a distorted geometry.

For the LUMO energy, the calculation gives -1.290 eV. For the total energy, the calculation gives -13766.532 eV. Its frontier orbital gap is 9.122 eV. As for the HOMO energy: -0.38264 Eh. The net charge is 0. As for the energy relative to the best compared isomer or geometry (same formula, charge and spin): 7.125 eV. As for the structure (SMILES): O=[N+]([O-])[C@]1(O)C=CN=N1. The largest force on an atom comes out at 5.816 eV/Å.

XYZ file:
```
12
Properties=species:S:1:pos:R:3:forces:R:3:lowdin_charge:R:1
C -0.414 0.350 1.012 1.12 2.10 1.28 0.0855
C -0.428 1.672 0.617 -0.24 -5.65 1.36 -0.0640
C 0.354 -0.354 -0.081 -1.16 0.51 1.44 -0.4887
N 0.205 1.792 -0.574 0.54 2.38 -1.95 0.0516
N 0.621 0.739 -0.995 1.33 -1.87 -2.39 0.1008
N -0.650 -1.364 -0.699 1.77 0.00 -1.08 -0.3335
O -0.327 -2.490 -0.444 -1.04 -0.87 0.09 0.1198
O -1.472 -0.972 -1.481 -0.72 0.16 0.24 0.1124
O 1.510 -1.025 0.186 -0.71 0.59 0.90 0.1064
H -0.573 -0.018 2.039 -0.40 -0.03 -0.94 0.1308
H -0.873 2.487 0.988 -1.48 2.74 1.76 0.0695
H 2.046 -0.818 -0.570 0.98 -0.06 -0.70 0.1093
```
Forces are in eV/Å.